{
  "formula": "C4H8BClO2",
  "method": "ωB97M-V/def2-TZVPD",
  "elements": ["O", "B", "O", "C", "C", "C", "C", "Cl", "H", "H", "H", "H", "H", "H", "H", "H"],
  "coordinates": [[0.037, -1.331, 2.392], [0.084, -1.087, 1.060], [0.460, -2.075, 0.183], [-0.327, 0.292, 0.543], [-1.172, 0.318, -0.750], [-0.055, 1.405, -1.378], [0.975, 0.858, -0.419], [1.883, 2.108, 0.481], [-0.034, -2.276, 2.489], [0.939, -2.854, 0.304], [-0.704, 1.016, 1.243], [-2.175, 0.540, -0.493], [-1.100, -0.630, -1.413], [0.022, 1.291, -2.409], [-0.449, 2.405, -1.115], [1.616, 0.020, -0.720]],
  "mulliken_charge": [-0.505, 0.467, -0.591, -0.340, -0.659, -0.783, 0.067, -0.239, 0.282, 0.286, 0.465, 0.377, 0.220, 0.367, 0.257, 0.331],
  "total_charge": 0,
  "lumo_ev": 0.29,
  "orbital_gap_ev": 9.649,
  "total_energy_ev": -21572.774,
  "homo_ev": -9.36,
  "e_above_lowest_kj_mol": 25.3,
  "smiles": "OB(O)[C@@H]1CC[C@H]1Cl"
}